w | Here is C5H10O as an isolated structure from the Open Molecules 2025 dataset. Energies are from ωB97M-V with the def2-TZVPD basis set.

```
16
Properties=species:S:1:pos:R:3:nbo_charge:R:1
C -1.785 0.560 0.165 -0.60
C -0.917 -0.616 -0.276 -0.41
C 0.405 -0.706 0.485 -0.41
C 2.305 -0.766 -0.114 -0.19
C 1.466 0.392 -0.027 -0.03
O 1.097 1.059 -1.209 -0.72
H -1.286 1.521 -0.004 0.19
H -2.026 0.494 1.232 0.20
H -2.727 0.577 -0.392 0.22
H -1.470 -1.548 -0.115 0.21
H -0.703 -0.549 -1.347 0.23
H 0.295 -0.571 1.563 0.23
H 0.797 -1.740 0.386 0.28
H 2.192 -1.125 -1.159 0.14
H 1.669 1.098 0.782 0.18
H 0.641 1.875 -0.967 0.47
```

Results
- LUMO level: 0.823 eV
- Net charge: 0
- HOMO-LUMO gap: 9.5 eV

x | Here is a 2-piece molecular cluster, C5H10O overall from the Open Molecules 2025 dataset. Energies are from ωB97M-V with the def2-TZVPD basis set.

```
16
Properties=species:S:1:pos:R:3:nbo_charge:R:1
C 1.676 -0.911 -0.189 -0.60
C 0.479 -0.230 0.460 -0.35
C 0.276 1.285 0.174 -0.40
C -0.905 0.968 -0.781 -0.54
C -0.743 -0.505 -0.420 0.65
O -1.260 -1.521 -0.803 -0.54
H 1.550 -1.996 -0.119 0.23
H 1.723 -0.653 -1.253 0.20
H 2.621 -0.626 0.281 0.21
H 0.388 -0.513 1.516 0.23
H -0.016 1.865 1.054 0.21
H 1.132 1.777 -0.298 0.21
H -1.872 1.426 -0.550 0.24
H -0.696 1.113 -1.844 0.24
H -2.120 -0.452 1.615 -0.03
H -2.231 -1.027 1.159 0.04
```

Results
- LUMO level: 1.017 eV
- Structure (SMILES): C[C@H]1CCC1=O.[H][H]
- Net charge: 0
- HOMO-LUMO gap: 10.4 eV

y | Here is one molecule with the formula C5H10O from the Open Molecules 2025 dataset. Energies are from ωB97M-V with the def2-TZVPD basis set.

```
16
Properties=species:S:1:pos:R:3:nbo_charge:R:1
C -1.559 -0.423 0.560 -0.62
C -0.812 0.408 -0.461 -0.23
C -0.005 1.578 0.019 -0.42
C 0.690 0.421 -0.644 -0.25
C 1.571 -0.580 0.064 -0.07
O 1.318 -1.897 -0.384 -0.71
H -1.851 -1.410 0.180 0.20
H -0.990 -0.563 1.486 0.21
H -2.478 0.111 0.826 0.22
H -1.368 0.547 -1.385 0.21
H -0.077 2.522 -0.513 0.22
H 0.081 1.693 1.099 0.21
H 0.995 0.609 -1.672 0.22
H 2.624 -0.394 -0.170 0.19
H 1.462 -0.525 1.157 0.16
H 0.400 -2.097 -0.162 0.46
```

Results
- LUMO level: 1.035 eV
- Structure (SMILES): C[C@H]1C[C@H]1CO
- Net charge: 0
- HOMO-LUMO gap: 11.2 eV

Relative to the most stable one, in kcal/mol, the structures come out at w 67.6; x 17.7; y 0.0.

w | Here is one molecule with the formula C5H10O from the Open Molecules 2025 dataset. Energies are from ωB97M-V with the def2-TZVPD basis set.

```
16
Properties=species:S:1:pos:R:3:nbo_charge:R:1
C -1.693 -1.142 -0.728 -0.66
C -0.784 0.143 -0.608 0.07
O -1.079 0.886 0.491 -0.50
C 0.298 0.486 0.233 0.18
C 0.844 -0.543 1.157 -0.63
C 1.324 1.479 -0.189 -0.63
H -2.050 -1.696 0.325 0.23
H -2.625 -0.734 -1.279 0.23
H -1.146 -2.071 -1.308 0.22
H -0.777 0.788 -1.571 0.15
H 1.144 -0.241 2.172 0.22
H 1.734 -0.960 0.616 0.21
H 0.067 -1.302 1.345 0.22
H 1.927 0.891 -0.917 0.22
H 2.053 1.649 0.790 0.21
H 0.764 2.368 -0.530 0.24
```

Results
- LUMO level: 0.970 eV
- Structure (SMILES): C[C@H]1OC1(C)C
- Net charge: 0
- HOMO-LUMO gap: 10.8 eV

x | Here is C5H10O as an isolated structure from the Open Molecules 2025 dataset. Energies are from ωB97M-V with the def2-TZVPD basis set.

```
16
Properties=species:S:1:pos:R:3:nbo_charge:R:1
C 0.615 -0.187 1.791 -0.60
C -0.270 0.584 0.842 -0.25
C 0.321 1.320 -0.363 -0.46
C -0.545 0.124 -0.541 0.26
C 0.214 -1.317 -1.072 -0.74
O -1.785 0.110 -1.161 -0.71
H 1.087 0.496 2.503 0.21
H 0.039 -0.925 2.359 0.21
H 1.414 -0.719 1.262 0.20
H -1.109 1.092 1.320 0.23
H -0.051 2.310 -0.617 0.23
H 1.377 1.163 -0.560 0.21
H 0.082 -1.663 -2.138 0.24
H -0.039 -2.189 -0.448 0.23
H 1.259 -1.068 -0.998 0.23
H -1.219 -0.705 -1.472 0.51
```

Results
- LUMO level: 0.967 eV
- Net charge: 0
- HOMO-LUMO gap: 10.2 eV

y | Here is one molecule with the formula C5H10O from the Open Molecules 2025 dataset. Energies are from ωB97M-V with the def2-TZVPD basis set.

```
16
Properties=species:S:1:pos:R:3:nbo_charge:R:1
C -1.395 -1.948 0.635 -0.63
C -0.773 -1.125 -0.481 -0.56
C 0.682 -0.116 0.176 0.43
O 1.253 -0.639 1.104 -0.61
C 0.600 1.124 -0.443 -0.39
C 1.460 2.312 -0.102 -0.64
H -1.908 -2.837 0.249 0.22
H -0.610 -2.277 1.322 0.24
H -2.124 -1.363 1.206 0.21
H -1.529 -0.658 -1.136 0.23
H -0.151 -1.738 -1.142 0.25
H -0.601 0.218 0.047 0.37
H 0.052 1.159 -1.380 0.22
H 2.328 2.396 -0.770 0.22
H 0.884 3.239 -0.211 0.22
H 1.830 2.253 0.925 0.23
```

Results
- LUMO level: 0.869 eV
- Net charge: 0
- HOMO-LUMO gap: 9.4 eV

z | Here is one molecule with the formula C5H10O from the Open Molecules 2025 dataset. Energies are from ωB97M-V with the def2-TZVPD basis set.

```
16
Properties=species:S:1:pos:R:3:nbo_charge:R:1
C -0.916 -0.734 -1.230 -0.62
C 0.443 -0.101 -0.932 -0.37
C 0.553 1.008 0.159 -0.39
C -0.573 1.039 1.183 -0.62
C 1.450 -0.953 -0.197 0.25
O 0.779 -1.631 0.737 -0.69
H -1.398 -1.114 -0.326 0.22
H -0.768 -1.589 -1.902 0.21
H -1.603 -0.042 -1.728 0.21
H 0.888 0.269 -1.863 0.21
H 0.773 1.986 -0.271 0.22
H -0.681 0.060 1.662 0.22
H -0.351 1.774 1.963 0.21
H -1.538 1.301 0.738 0.21
H 1.500 0.746 0.684 0.22
H 1.441 -2.022 1.322 0.50
```

Results
- LUMO level: 0.816 eV
- Net charge: 0
- HOMO-LUMO gap: 9.2 eV

Relative to the most stable one, in kcal/mol, the structures come out at w 0.0; x 14.9; y 27.5; z 5.6.

w | Here is one molecule with the formula C5H10O from the Open Molecules 2025 dataset. Energies are from ωB97M-V with the def2-TZVPD basis set.

```
16
Properties=species:S:1:pos:R:3:nbo_charge:R:1
O -1.235 -0.308 0.933 -0.65
C -1.010 0.147 -0.464 0.02
C -0.401 -1.018 -1.120 -0.73
C 0.695 -0.641 1.074 -0.11
C 1.200 0.580 0.359 -0.48
C -0.033 1.286 -0.249 -0.41
H -1.441 -1.248 0.798 0.50
H -1.993 0.498 -0.793 0.21
H -1.122 -1.721 -1.554 0.19
H 0.396 -0.770 -1.818 0.19
H 1.109 -1.592 0.798 0.22
H 0.479 -0.535 2.137 0.19
H 1.739 1.238 1.051 0.22
H 1.883 0.279 -0.441 0.22
H -0.441 1.996 0.477 0.21
H 0.176 1.810 -1.188 0.22
```

Results
- LUMO level (spin up / spin down): 0.617 / 0.618 eV
- Net charge: 0
- HOMO-LUMO gap (spin up / spin down): 7.6 / 7.6 eV

x | Here is one molecule with the formula C5H10O from the Open Molecules 2025 dataset. Energies are from ωB97M-V with the def2-TZVPD basis set.

```
16
Properties=species:S:1:pos:R:3:nbo_charge:R:1
C 1.266 -1.782 0.600 -0.61
C 0.504 -0.476 0.730 -0.42
C -0.206 -0.192 -0.688 -0.39
C -0.436 1.313 -0.860 -0.59
C -1.677 1.816 -0.226 0.43
O -2.279 1.156 0.595 -0.55
H 1.673 -2.158 1.542 0.21
H 0.595 -2.538 0.182 0.21
H 2.103 -1.647 -0.099 0.20
H -0.291 -0.505 1.490 0.22
H 1.214 0.309 1.099 0.19
H 0.445 -0.549 -1.491 0.21
H -1.147 -0.733 -0.631 0.23
H -0.070 1.869 -1.733 0.23
H 0.308 1.263 -0.050 0.30
H -2.002 2.853 -0.460 0.11
```

Results
- LUMO level: 1.085 eV
- Structure (SMILES): CCCCC=O
- Net charge: 0
- HOMO-LUMO gap: 10.9 eV

y | Here is C5H10O as an isolated structure from the Open Molecules 2025 dataset. Energies are from ωB97M-V with the def2-TZVPD basis set.

```
16
Properties=species:S:1:pos:R:3:nbo_charge:R:1
C -2.091 0.663 -0.300 -0.62
C -0.787 0.293 -0.885 0.09
C 0.387 0.689 -0.054 -0.52
C 1.043 -0.596 -0.034 0.15
C 1.806 -1.022 1.104 -0.70
O -0.513 -1.089 -0.922 -0.62
H -2.861 0.192 -0.913 0.22
H -2.217 0.289 0.724 0.20
H -2.283 1.741 -0.260 0.21
H -0.676 0.686 -1.904 0.15
H 0.904 1.592 -0.356 0.23
H 0.036 0.866 0.976 0.19
H 1.150 -1.053 -1.308 0.29
H 2.773 -0.508 1.019 0.26
H 1.291 -0.657 1.996 0.21
H 2.038 -2.084 1.118 0.25
```

Results
- LUMO level: 0.927 eV
- Net charge: 0
- HOMO-LUMO gap: 9.4 eV

Relative to the most stable one, in kcal/mol, the structures come out at w 73.3; x 0.0; y 59.5.

w | Here is C5H10O as an isolated structure from the Open Molecules 2025 dataset. Energies are from ωB97M-V with the def2-TZVPD basis set.

```
16
Properties=species:S:1:pos:R:3:nbo_charge:R:1
C 1.678 -0.237 1.098 -0.62
C 0.962 0.010 -0.218 -0.26
C 0.110 -1.055 -0.869 -0.60
C -0.529 0.028 -0.256 0.30
C -1.648 0.342 0.673 -0.65
O -1.028 0.769 -1.869 -0.86
H 2.635 -0.736 0.904 0.22
H 1.895 0.682 1.654 0.21
H 1.097 -0.902 1.747 0.20
H 1.509 0.695 -0.874 0.18
H -0.458 -0.213 -1.980 0.48
H 0.042 -2.109 -0.634 0.23
H -2.581 -0.081 0.291 0.23
H -1.786 1.417 0.825 0.22
H -1.442 -0.117 1.647 0.24
H -0.456 1.507 -2.139 0.48
```

Results
- LUMO level: 0.950 eV
- Net charge: 0
- HOMO-LUMO gap: 9.0 eV

x | Here is a 2-piece molecular cluster, C5H10O overall from the Open Molecules 2025 dataset. Energies are from ωB97M-V with the def2-TZVPD basis set.

```
16
Properties=species:S:1:pos:R:3:nbo_charge:R:1
O -0.665 -1.854 0.752 -0.69
C -1.509 -0.840 0.994 -0.15
C -1.242 0.629 0.371 0.10
C 0.027 1.254 -0.002 -0.44
C 1.330 0.374 -0.165 -0.42
C 1.089 -0.751 -1.145 -0.62
H -1.534 -0.774 2.170 0.24
H -2.080 0.921 -0.274 0.19
H -2.586 -1.071 0.699 0.20
H 0.429 2.158 1.211 0.25
H 0.067 2.094 -0.767 0.24
H 1.601 0.130 0.854 0.23
H 2.172 1.015 -0.518 0.21
H 1.570 -1.824 -0.833 0.24
H 1.321 -0.586 -2.253 0.20
H 0.009 -0.875 -1.093 0.22
```

Results
- LUMO level: -2.288 eV
- Net charge: 0
- HOMO-LUMO gap: 5.8 eV

y | Here is one molecule with the formula C5H10O from the Open Molecules 2025 dataset. Energies are from ωB97M-V with the def2-TZVPD basis set.

```
16
Properties=species:S:1:pos:R:3:nbo_charge:R:1
C -1.547 -1.288 -0.113 -0.62
C -0.812 -0.120 -0.816 -0.41
C 0.722 -0.218 -0.715 -0.40
C 1.251 0.242 0.679 -0.51
C 0.973 1.739 0.855 0.44
O 1.861 2.461 1.208 -0.52
H -1.084 -2.263 -0.264 0.20
H -1.664 -1.085 0.955 0.20
H -2.633 -1.393 -0.266 0.22
H -1.147 0.686 -0.171 0.19
H -1.191 0.029 -1.823 0.21
H 1.127 0.408 -1.514 0.21
H 1.142 -1.197 -0.966 0.21
H 2.325 0.156 0.787 0.23
H 0.717 -0.287 1.462 0.22
H -0.038 2.130 0.701 0.11
```

Results
- LUMO level: 1.006 eV
- Structure (SMILES): CCCCC=O
- Net charge: 0
- HOMO-LUMO gap: 10.6 eV

z | Here is one molecule with the formula C5H10O from the Open Molecules 2025 dataset. Energies are from ωB97M-V with the def2-TZVPD basis set.

```
16
Properties=species:S:1:pos:R:3:nbo_charge:R:1
C 1.983 -0.219 -0.821 -0.72
C 1.010 0.279 0.226 0.61
O 1.342 1.107 1.048 -0.54
C -0.399 -0.307 0.207 -0.32
C -1.201 0.324 -0.943 -0.60
C -1.093 -0.092 1.548 -0.60
H 2.244 -1.264 -0.627 0.23
H 1.566 -0.185 -1.832 0.23
H 2.894 0.376 -0.782 0.24
H -0.304 -1.383 0.002 0.21
H -0.709 0.202 -1.915 0.21
H -1.344 1.395 -0.767 0.21
H -2.190 -0.140 -1.009 0.22
H -1.142 0.977 1.778 0.22
H -0.545 -0.577 2.362 0.22
H -2.112 -0.494 1.524 0.21
```

Results
- LUMO level: 0.985 eV
- Structure (SMILES): CC(=O)C(C)C
- Net charge: 0
- HOMO-LUMO gap: 10.5 eV

Relative to the most stable one, in kcal/mol, the structures come out at w 102.6; x 172.0; y 21.5; z 0.0.